{
  "formula": "C4H4FNOS",
  "method": "ωB97M-V/def2-TZVPD",
  "elements": ["O", "N", "C", "C", "F", "C", "C", "S", "H", "H", "H", "H"],
  "xyz": [[-1.3989, 1.7231, -0.2765], [-0.5526, 0.5791, 0.0917], [0.8708, 0.9427, -0.0251], [1.2738, -0.4494, -0.1851], [2.5580, -0.9216, -0.3404], [0.2973, -1.4674, 0.1936], [-0.9484, -0.6781, 0.1217], [-2.6288, -1.1142, -0.2305], [-2.1656, 1.3115, 0.2292], [1.1945, 1.5465, -0.7498], [1.1112, 1.0978, 1.0795], [0.3888, -2.5701, 0.0918]],
  "atomic_forces_ev_per_a": [[-0.08, -3.40, 2.02], [-0.42, 4.67, -1.29], [-2.10, -4.64, 5.05], [0.29, -7.48, 1.84], [-1.18, 1.60, -0.02], [2.06, 3.53, -2.51], [-2.35, -1.27, -1.33], [2.71, 0.61, 1.12], [-0.14, 1.28, -1.12], [0.67, 2.93, -2.55], [0.54, 0.97, -1.57], [0.00, 1.21, 0.36]],
  "de_lowest_kcal_mol": 88.1,
  "total_energy_ha": -782.716339,
  "spin_multiplicity": 1,
  "orbital_gap_ev": 8.04
}